Record 1
This record from the Open Molecules 2025 dataset describes a molecular structure, C20H64AsF6N4O12 at a distorted geometry. The level of theory is wB97M-V/def2-TZVPD.

```
107
Properties=species:S:1:pos:R:3:lowdin_charge:R:1
As -1.27342 -0.00829 1.30552 0.88
F -0.69449 -0.33953 2.98401 -0.32
F 0.34198 0.69035 0.96953 -0.30
F -1.75665 0.18395 -0.40785 -0.31
F -2.90110 -0.68077 1.75832 -0.33
F -1.98868 1.56692 1.67558 -0.30
F -0.76937 -1.68578 0.94044 -0.31
C 1.52594 5.74881 -1.86455 -0.05
C 1.39803 5.55469 -3.37478 -0.46
C 1.29023 4.10074 -3.83981 -0.16
O 0.92006 3.99923 -5.25794 -0.22
C 0.58666 2.67996 -5.61972 -0.12
N 0.22149 6.20645 -3.88795 0.03
H 2.51535 5.40019 -1.56854 0.07
H 0.76061 5.19585 -1.31994 0.08
H 1.50970 6.77907 -1.50900 0.07
H 2.29831 5.89011 -3.88965 0.13
H 0.42857 3.70445 -3.30258 0.12
H 2.24152 3.57564 -3.75367 0.13
H 0.26745 2.68628 -6.66191 0.08
H -0.23370 2.25887 -5.03852 0.09
H 1.49679 2.08071 -5.64509 0.08
H 0.33493 7.20807 -3.95110 0.07
H -0.06330 5.84646 -4.78763 0.06
C 2.83187 -4.95863 3.61377 -0.04
C 2.53560 -4.72569 5.10876 -0.41
C 1.70500 -5.80235 5.83581 -0.18
O 0.40164 -5.90642 5.23232 -0.19
C -0.40509 -4.77825 5.12961 -0.13
N 3.84069 -4.52087 5.78674 0.02
H 2.04779 -4.67547 2.91153 0.08
H 3.15578 -5.99390 3.50687 0.08
H 3.71954 -4.40877 3.30109 0.07
H 1.92139 -3.83299 5.22665 0.11
H 1.60571 -5.78458 6.92114 0.12
H 2.22072 -6.75373 5.70537 0.12
H -0.23682 -4.11625 5.97905 0.08
H -1.41609 -4.90567 5.51658 0.08
H -0.41822 -4.39910 4.10777 0.10
H 4.53555 -3.91539 5.37363 0.06
H 3.83375 -4.31783 6.77609 0.06
C -6.98088 2.15216 -7.33849 -0.06
C -6.25455 1.24095 -6.33275 -0.46
C -7.11849 0.07474 -5.88029 -0.20
O -6.64785 -1.00930 -5.04595 -0.20
C -6.10061 -0.54796 -3.85390 -0.11
N -4.96746 0.72300 -6.80300 0.03
H -7.34420 1.56695 -8.18326 0.08
H -6.35190 3.01302 -7.56524 0.08
H -7.85977 2.52074 -6.80953 0.07
H -5.97232 1.92545 -5.53280 0.13
H -7.57847 -0.42437 -6.73318 0.13
H -7.87021 0.64551 -5.33509 0.11
H -5.28902 0.08399 -4.21454 0.07
H -5.70158 -1.44058 -3.37211 0.10
H -6.85661 0.07836 -3.38030 0.10
H -5.02376 0.00844 -7.51458 0.07
H -4.43776 0.25841 -6.07935 0.05
C 9.34532 5.37400 -0.27595 -0.06
C 8.44252 4.71443 -1.31578 -0.49
C 7.62944 3.51556 -0.95337 -0.18
O 7.14296 2.84903 -2.17143 -0.21
C 6.49615 1.55600 -2.04647 -0.09
N 7.59476 5.76791 -1.80757 0.04
H 8.76510 5.65808 0.60196 0.08
H 9.87392 6.24667 -0.65954 0.07
H 10.07925 4.61778 0.00258 0.07
H 9.08599 4.33789 -2.11094 0.13
H 6.87089 3.78857 -0.21976 0.13
H 8.19620 2.69585 -0.51182 0.12
H 7.14065 0.68322 -2.15112 0.08
H 5.71042 1.46727 -2.79672 0.08
H 5.99739 1.47178 -1.08094 0.08
H 8.12246 6.34822 -2.44386 0.07
H 6.96667 5.25521 -2.40986 0.06
C -0.48289 -8.41859 0.95248 -0.25
C 0.35259 -9.40949 0.09809 -0.23
O 0.36217 -10.79466 0.55099 -0.07
O -1.81396 -8.83031 0.85424 -0.07
H -0.33114 -7.34899 0.80743 0.13
H -0.11021 -8.78452 1.90921 0.11
H 1.38091 -9.05030 0.13852 0.11
H 0.13040 -9.29323 -0.96267 0.11
H -0.48286 -11.22489 0.40122 0.08
H -2.29521 -8.23923 1.43785 0.09
C -3.12534 -0.75472 9.05631 -0.24
C -1.60675 -0.52772 9.17150 -0.24
O -1.40156 0.59156 8.35183 -0.07
O -3.76244 0.23123 9.87074 -0.07
H -3.39262 -1.71946 9.48751 0.11
H -3.56471 -0.91664 8.07201 0.12
H -1.02015 -1.36206 8.78695 0.12
H -1.40628 -0.19995 10.19154 0.12
H -0.90630 0.30510 7.58094 0.09
H -3.33022 1.07603 9.72555 0.07
O -3.85691 5.90145 1.81849 -0.06
H -3.63678 5.84615 0.88859 0.01
H -3.60240 5.05094 2.17636 0.03
O 0.91333 -2.92760 -3.12667 -0.06
H 0.12683 -3.00736 -2.58695 0.03
H 0.99877 -1.98813 -3.28896 0.03
O -3.23982 4.53756 -1.74620 -0.05
H -2.53973 4.75629 -2.36124 0.02
H -3.29187 3.58211 -1.77174 0.03
O -7.05963 -0.00354 1.81491 -0.06
H -7.28956 0.92026 1.91467 0.02
H -6.15603 -0.06085 2.12550 0.03
```

The calculation puts the total energy at -4757.265585 Ha. The calculation puts the orbital gap at 0.344 hartree. Its HOMO energy is -7.4 eV. As for the total charge: -1.


Record 2
This record from the Open Molecules 2025 dataset describes 3 unconnected molecules or ions with the total composition C2H5F3OP at a distorted geometry. The level of theory is wB97M-V/def2-TZVPD.

```
12
Properties=species:S:1:pos:R:3:lowdin_charge:R:1
C -1.05967 0.19693 0.61132 0.09
C -2.04640 1.28367 0.47505 0.00
O -2.63442 2.19031 0.30943 0.31
F -0.20193 5.61475 -0.17467 -0.23
F -0.27147 3.44524 0.34025 -0.27
F -1.61018 4.18771 -1.46475 -0.21
P -1.40492 4.56985 0.04976 0.85
H -1.52891 -0.80617 0.45679 0.14
H -0.38066 0.49584 -0.22398 0.15
H -0.85529 0.09746 1.71949 0.16
H 1.62314 -2.68557 -2.54544 0.01
H 1.14747 -2.86187 -1.99023 -0.01
```

The energy above the lowest of the compared OMol25 structures with the same formula, charge and spin comes out at 20.7 kcal per mole. The calculation puts the total energy at -795.132859 Ha. The calculation puts the orbital gap at 0.361 hartree. Its HOMO energy is -15.6 eV. As for the total charge: +1.